Record 1
DFT (wB97M-V/def2-TZVPD) results for a cluster of 3 separate species, C24H29F6NO7 in total.

## Properties
E_HOMO	-9.353	eV
total charge	0
SMILES	[H]/N=C/CC1=C(CCO)C(=O)C(C)=C(CCCC#C)C1=O.CCOC(=O)C(F)(F)F.CCOC(=O)C(F)(F)F
M	557.48	u
E	-57482.7060	eV
LUMO energy	-0.42	eV

CARTESIAN COORDINATES (ANGSTROEM)
1 C 4.457 -4.206 -0.177
2 C 4.424 -3.188 -0.816
3 C 3.975 -1.985 -1.560
4 C 3.346 -0.919 -0.614
5 C 2.031 -0.275 -1.180
6 C 0.758 -0.860 -0.624
7 C -0.190 -0.140 -0.033
8 C -0.146 1.357 0.216
9 C -1.437 -0.850 0.442
10 O -2.064 -0.482 1.398
11 C -1.877 -2.051 -0.383
12 C -3.366 -2.278 -0.423
13 C -4.174 -1.094 -1.036
14 O -4.670 -1.431 -2.328
15 C -0.948 -2.788 -0.986
16 C -1.304 -3.975 -1.866
17 C -0.270 -5.097 -1.868
18 N 0.769 -5.006 -2.582
19 C 0.489 -2.356 -0.725
20 O 1.392 -3.128 -0.557
21 H 4.364 -5.147 0.307
22 H 4.848 -1.585 -2.089
23 H 3.206 -2.268 -2.286
24 H 3.073 -1.441 0.308
25 H 4.078 -0.151 -0.345
26 H 2.056 -0.455 -2.268
27 H 2.123 0.801 -1.040
28 H 0.018 1.519 1.289
29 H -1.131 1.797 0.006
30 H 0.569 1.903 -0.397
31 H -3.718 -2.384 0.614
32 H -3.679 -3.184 -0.943
33 H -3.592 -0.164 -1.054
34 H -5.074 -0.975 -0.428
35 H -3.928 -1.579 -2.925
36 H -1.407 -3.648 -2.910
37 H -2.261 -4.432 -1.600
38 H -0.398 -5.980 -1.226
39 H 1.319 -5.851 -2.420
40 C 0.968 -1.713 6.309
41 C 0.235 -0.479 5.830
42 O 1.096 0.675 5.864
43 C 1.900 0.830 4.818
44 O 1.964 0.099 3.876
45 C 2.715 2.120 4.971
46 F 3.198 2.262 6.212
47 F 1.956 3.196 4.712
48 F 3.751 2.148 4.135
49 H 1.395 -1.544 7.299
50 H 0.290 -2.565 6.358
51 H 1.793 -1.964 5.641
52 H -0.596 -0.256 6.496
53 H -0.178 -0.619 4.831
54 C -1.213 7.095 -2.488
55 C -2.138 5.976 -2.060
56 O -2.262 4.987 -3.098
57 C -1.299 4.075 -3.152
58 O -0.355 4.014 -2.422
59 C -1.594 3.068 -4.270
60 F -2.004 3.673 -5.392
61 F -2.560 2.214 -3.899
62 F -0.517 2.347 -4.576
63 H -1.546 7.526 -3.433
64 H -1.186 7.879 -1.732
65 H -0.198 6.727 -2.641
66 H -3.140 6.366 -1.891
67 H -1.808 5.515 -1.129

Record 2
DFT (wB97M-V/def2-TZVPD) results for a cluster of 2 separate species, CH6NPS in total.

## Properties
E_HOMO (alpha / beta)	-7.867 / -7.862	eV
total charge	0
M	95.11	u
energy relative to the best compared isomer or geometry (same formula, charge and spin)	8.246	eV
E	-22740.5333	eV
LUMO energy (alpha / beta)	-2.02 / -2.03	eV

CARTESIAN COORDINATES (ANGSTROEM)
1 C 1.275 0.710 -0.493
2 N 0.204 -0.455 1.494
3 P -1.602 1.530 1.138
4 S -0.279 0.300 -0.009
5 H 1.477 1.573 -1.131
6 H 2.048 -0.124 -0.497
7 H 0.185 -1.465 1.478
8 H -0.301 -0.286 2.290
9 H -2.137 1.985 -0.097
10 H -1.127 -1.721 -0.609

Record 3
DFT (wB97M-V/def2-TZVPD) results for a structure of composition C16H33F3GaN2O14S3.

## Properties
E_HOMO	-4.025	eV
total charge	-1
M	700.36	u
E	-141805.5346	eV
LUMO energy	2.14	eV

CARTESIAN COORDINATES (ANGSTROEM)
1 N -0.415 3.187 1.495
2 C -1.779 2.622 1.411
3 C -1.722 1.157 0.974
4 Ga -1.093 0.922 -0.957
5 N 0.684 1.638 -1.214
6 C -1.039 -0.983 -1.680
7 C -0.051 -1.952 -1.015
8 C -0.293 -2.176 0.492
9 C 0.957 -1.980 1.318
10 O 1.451 -0.636 1.089
11 C 2.468 -0.245 1.843
12 O 3.484 -0.868 2.026
13 C -2.562 1.871 -2.098
14 C -2.124 2.293 -3.503
15 C -1.534 3.678 -3.576
16 F -0.932 4.104 -2.466
17 F -0.629 3.804 -4.576
18 F -2.491 4.609 -3.844
19 H -0.460 4.188 1.652
20 H 0.035 2.798 2.317
21 H -2.278 2.716 2.391
22 H -2.343 3.220 0.691
23 H -2.746 0.757 1.057
24 H -1.114 0.616 1.709
25 H 0.805 2.525 -0.740
26 H 0.902 1.762 -2.198
27 H -2.027 -1.445 -1.724
28 H -0.730 -0.878 -2.733
29 H 0.980 -1.630 -1.192
30 H -0.138 -2.932 -1.491
31 H -0.582 -3.219 0.658
32 H -1.112 -1.562 0.862
33 H 0.780 -2.100 2.391
34 H 1.723 -2.699 1.011
35 H 2.278 0.724 2.328
36 H -2.985 2.720 -1.552
37 H -3.339 1.106 -2.207
38 H -1.428 1.582 -3.951
39 H -2.982 2.352 -4.185
40 C 4.554 1.200 5.378
41 C 5.331 2.138 4.477
42 O 4.316 2.968 3.900
43 S 3.131 3.205 4.944
44 O 3.301 4.451 5.601
45 O 1.913 2.867 4.307
46 O 3.545 2.041 5.962
47 H 4.072 0.402 4.810
48 H 5.160 0.779 6.176
49 H 5.853 1.621 3.676
50 H 6.026 2.763 5.041
51 C -5.995 -0.355 0.574
52 C -6.112 -0.313 -0.937
53 O -5.086 -1.204 -1.381
54 S -4.883 -2.394 -0.335
55 O -5.578 -3.552 -0.776
56 O -3.515 -2.435 0.016
57 O -5.724 -1.737 0.862
58 H -5.161 0.252 0.932
59 H -6.914 -0.068 1.079
60 H -5.918 0.672 -1.353
61 H -7.082 -0.684 -1.278
62 C 3.814 -2.918 -3.097
63 C 4.635 -4.086 -2.583
64 O 3.652 -5.054 -2.196
65 S 2.371 -4.951 -3.154
66 O 2.441 -5.953 -4.158
67 O 1.230 -4.801 -2.333
68 O 2.747 -3.550 -3.819
69 H 3.391 -2.322 -2.286
70 H 4.365 -2.279 -3.781
71 H 5.236 -3.833 -1.714
72 H 5.266 -4.512 -3.366

Record 4
DFT (wB97M-V/def2-TZVPD) results for a structure of composition C23H25BClF8N4O7S2W.

## Properties
E_HOMO (alpha / beta)	-10.149 / -11.804	eV
total charge	+1
2S+1	3
M	915.70	u
energy relative to the best compared isomer or geometry (same formula, charge and spin)	0.000	eV
E	-102982.3077	eV
LUMO energy (alpha / beta)	-3.04 / -3.04	eV

CARTESIAN COORDINATES (ANGSTROEM)
1 W 0.258 -0.656 -0.103
2 C -2.315 -2.358 -3.687
3 N -0.885 -2.150 -3.904
4 C -0.264 -2.880 -5.010
5 C -0.162 -1.468 -3.048
6 O -0.670 -0.905 -2.040
7 C 1.334 -1.326 -3.297
8 O 1.893 -0.332 -2.479
9 C 1.823 0.999 -2.890
10 C 1.081 1.819 -1.849
11 O 0.490 1.271 -0.886
12 N 1.065 3.129 -1.981
13 C 1.739 3.798 -3.095
14 C 0.403 3.981 -0.993
15 H -2.833 -2.218 -4.635
16 H -2.680 -1.647 -2.956
17 H -2.480 -3.368 -3.314
18 H -1.007 -3.554 -5.425
19 H 0.574 -3.481 -4.658
20 H 0.067 -2.204 -5.798
21 H 1.524 -1.127 -4.355
22 H 1.824 -2.264 -3.028
23 H 1.331 1.124 -3.861
24 H 2.840 1.392 -2.977
25 H 1.295 3.518 -4.051
26 H 2.804 3.573 -3.104
27 H 1.620 4.869 -2.966
28 H 0.005 3.366 -0.193
29 H -0.403 4.537 -1.472
30 H 1.131 4.680 -0.583
31 F 2.533 -4.436 1.105
32 C 2.817 -3.334 1.788
33 F 1.787 -3.037 2.581
34 F 3.897 -3.533 2.526
35 S 3.102 -1.953 0.598
36 O 3.369 -0.849 1.644
37 O 4.284 -2.267 -0.129
38 N 1.816 -1.775 -0.162
39 S -1.050 -3.646 0.047
40 O -0.730 -3.706 -1.381
41 O -0.786 -2.213 0.637
42 C -2.913 -3.409 0.044
43 F -3.369 -3.326 1.294
44 F -3.489 -4.444 -0.562
45 F -3.262 -2.290 -0.606
46 Cl -4.461 2.547 -1.398
47 C -3.663 1.593 -0.202
48 C -4.236 1.372 1.039
49 C -3.540 0.592 1.946
50 C -2.311 0.071 1.589
51 N -1.764 0.296 0.388
52 C -2.433 1.038 -0.497
53 H -5.201 1.797 1.279
54 H -3.944 0.382 2.926
55 H -1.744 -0.553 2.266
56 H -1.980 1.183 -1.467
57 F 3.300 1.239 2.624
58 B 2.792 0.508 1.608
59 F 2.901 1.111 0.377
60 C 0.928 0.159 1.755
61 C 0.796 0.664 2.867
62 C 0.644 1.212 4.170
63 C 0.974 0.442 5.289
64 C 0.818 0.974 6.556
65 C 0.334 2.267 6.709
66 C 0.007 3.038 5.600
67 C 0.164 2.516 4.329
68 H 1.354 -0.561 5.150
69 H 1.076 0.384 7.424
70 H 0.215 2.680 7.702
71 H -0.364 4.045 5.730
72 H -0.075 3.104 3.453

Record 5
DFT (wB97M-V/def2-TZVPD) results for an isolated molecule of C3H2ClN2P.

## Properties
E_HOMO (alpha / beta)	-8.276 / -8.272	eV
total charge	0
M	132.49	u
energy relative to the best compared isomer or geometry (same formula, charge and spin)	1.563	eV
E	-27931.4044	eV
LUMO energy (alpha / beta)	-1.96 / -1.96	eV

CARTESIAN COORDINATES (ANGSTROEM)
1 C -0.510 0.576 -0.368
2 C -0.653 -0.491 0.444
3 C -1.572 1.410 -0.901
4 N -1.830 -0.924 0.929
5 N -2.781 1.503 -0.744
6 P -3.313 -0.618 0.946
7 Cl -0.815 2.592 -2.116
8 H 0.484 0.848 -0.676
9 H 0.208 -1.069 0.761

Record 6
DFT (wB97M-V/def2-TZVPD) results for an isolated molecule of C5H9NO4.

## Properties
E_HOMO	-10.121	eV
total charge	0
SMILES	N[C@@H](CCC(=O)O)C(=O)O
M	147.13	u
energy relative to the best compared isomer or geometry (same formula, charge and spin)	0.102	eV
E	-15012.1417	eV
LUMO energy	0.54	eV

CARTESIAN COORDINATES (ANGSTROEM)
1 C -1.219 0.432 -0.606
2 C -1.860 -0.545 0.362
3 C 0.267 0.058 -0.791
4 C 1.083 0.275 0.482
5 C 2.526 -0.143 0.334
6 H -2.306 2.115 -0.341
7 H -1.257 1.809 0.822
8 H -1.689 0.307 -1.579
9 H 0.678 0.694 -1.596
10 H 0.315 -1.001 -1.118
11 H 0.654 -0.326 1.335
12 H 1.085 1.336 0.780
13 H 3.613 -1.556 -0.232
14 H -2.458 -2.337 0.511
15 N -1.359 1.818 -0.175
16 O -2.129 -0.307 1.519
17 O 3.491 0.517 0.647
18 O 2.639 -1.383 -0.170
19 O -2.074 -1.763 -0.184